Formula: C38H76Cl28FNO4P
Source: OMol25
Level of theory: ωB97M-V/def2-TZVPD

Results
Net charge: -1
HOMO energy: -5.2 eV

Last columns: bonded neighbours and bond lengths (Å).
CARTESIAN COORDINATES (ANGSTROEM)
1 C 6.4068 -0.4250 2.0041  C2 1.647, H32 1.181, H33 1.186, H34 1.176
2 C 4.7684 -0.3979 1.8338  C1 1.647, C3 1.668, H35 1.192, H36 1.173
3 C 4.0989 -1.9231 1.9179  C2 1.668, C4 1.644, H37 1.190, H38 1.170
4 C 3.2806 -2.1392 0.5085  C3 1.644, C5 1.641, H39 1.187, H40 1.182
5 C 2.7329 -3.6663 0.2589  C4 1.641, C6 1.662, H41 1.189, H42 1.193
6 C 1.5851 -4.1465 1.3613  C5 1.662, C7 1.640, H43 1.187, H44 1.183
7 C 0.0740 -4.1131 0.7258  C6 1.640, C8 1.670, H45 1.176, H46 1.172
8 C -0.9650 -3.2908 1.7430  C7 1.670, C9 1.643, H47 1.191, H48 1.179
9 C -2.5419 -3.5842 1.3890  C8 1.643, C10 1.657, H49 1.183, H50 1.172
10 C -3.2148 -2.4260 0.4132  C9 1.657, C11 1.641, H51 1.191, H52 1.170
11 C -3.8482 -1.1577 1.2389  C10 1.641, C12 1.640, H53 1.193, H54 1.184
12 C -3.4462 0.3214 0.6545  C11 1.640, C13 1.668, H55 1.186, H56 1.193
13 C -1.7989 0.5673 0.5569  C12 1.668, C14 1.654, H57 1.174, H58 1.193
14 C -1.2651 0.3378 -0.9915  C13 1.654, C15 1.639, H59 1.188, H60 1.182
15 C 0.2304 -0.3257 -1.0968  C14 1.639, C16 1.639, H61 1.194, H62 1.194
16 C 0.4565 -1.3398 -2.3645  C15 1.639, C17 1.639, H63 1.180, H64 1.194
17 C -0.1376 -0.8096 -3.7972  C16 1.639, C18 1.656, H65 1.194, H66 1.170
18 C 0.9646 -0.0035 -4.7345  C17 1.656, C19 1.641, H67 1.181, H68 1.194
19 C 1.1785 1.5497 -4.2487  C18 1.641, C20 1.641, H69 1.186, H70 1.193
20 C 2.7613 1.8710 -3.9606  C19 1.641, C21 1.641, H71 1.176, H72 1.181
21 C 2.8837 3.1643 -2.9579  C20 1.641, C22 1.658, O31 1.471, H73 1.175
22 C 3.5501 2.6446 -1.5319  C21 1.658, O23 1.495, H74 1.185, H75 1.174
23 O 3.3269 3.8215 -0.6374  C22 1.495, P24 1.744
24 P 2.2077 4.9917 -1.2847  O23 1.744, C25 1.920, O31 1.772, H76 1.457, H77 1.461, H78 1.467
25 C 0.7186 4.5725 -0.1469  P24 1.920, O26 1.345, N27 1.515
26 O -0.2616 5.4562 0.1116  C25 1.345
27 N 0.6178 3.2105 0.5084  C25 1.515, C28 1.522, H79 1.062
28 C 1.3427 3.2090 1.8464  N27 1.522, O29 1.361, F30 1.495
29 O 1.1656 4.3203 2.6117  C28 1.361
30 F 2.1765 2.0550 2.3019  C28 1.495
31 O 1.6828 3.9402 -2.6109  C21 1.471, P24 1.772
32 H 6.9317 -0.0059 1.0323  C1 1.181
33 H 6.6540 0.2843 2.9215  C1 1.186
34 H 6.7725 -1.5250 2.2013  C1 1.176
35 H 4.3125 0.3335 2.6570  C2 1.192
36 H 4.5193 0.0765 0.7907  C2 1.173
37 H 3.3115 -1.8805 2.8095  C3 1.190
38 H 4.9294 -2.7306 2.0861  C3 1.170
39 H 4.0251 -1.8668 -0.3752  C4 1.187
40 H 2.4406 -1.3087 0.4790  C4 1.182
41 H 3.6013 -4.4778 0.2447  C5 1.189
42 H 2.1932 -3.6518 -0.8051  C5 1.193
43 H 1.6966 -3.5060 2.3549  C6 1.187
44 H 1.8160 -5.2766 1.6264  C6 1.183
45 H -0.3992 -5.1790 0.5713  C7 1.176
46 H 0.0688 -3.5863 -0.3211  C7 1.172
47 H -0.7128 -3.6025 2.8641  C8 1.191
48 H -0.6685 -2.1526 1.6591  C8 1.179
49 H -3.1604 -3.7050 2.3898  C9 1.183
50 H -2.5895 -4.6203 0.8428  C9 1.172
51 H -4.1016 -2.9565 -0.1786  C10 1.191
52 H -2.4058 -2.1469 -0.3851  C10 1.170
53 H -5.0393 -1.2149 1.2029  C11 1.193
54 H -3.5700 -1.2059 2.3891  C11 1.184
55 H -3.9290 0.5342 -0.4075  C12 1.186
56 H -3.9297 1.1327 1.3825  C12 1.193
57 H -1.1983 -0.0381 1.3640  C13 1.174
58 H -1.6527 1.7210 0.8236  C13 1.193
59 H -1.1966 1.4157 -1.4868  C14 1.188
60 H -2.0495 -0.2576 -1.6444  C14 1.182
61 H 0.3674 -0.9889 -0.1136  C15 1.194
62 H 1.1157 0.4728 -1.0397  C15 1.194
63 H 0.0531 -2.4355 -2.1910  C16 1.180
64 H 1.6367 -1.4429 -2.5111  C16 1.194
65 H -0.4196 -1.7874 -4.4213  C17 1.194
66 H -1.1222 -0.1809 -3.7293  C17 1.170
67 H 1.9659 -0.6108 -4.8831  C18 1.181
68 H 0.4701 0.0519 -5.8197  C18 1.194
69 H 0.7908 2.2778 -5.1003  C19 1.186
70 H 0.4748 1.7039 -3.2983  C19 1.193
71 H 3.2984 2.1621 -4.9660  C20 1.176
72 H 3.3487 0.9482 -3.5141  C20 1.181
73 H 3.6485 3.8651 -3.5088  C21 1.175
74 H 4.6933 2.4768 -1.7948  C22 1.185
75 H 2.9008 1.7030 -1.2687  C22 1.174
76 H 2.6789 5.8272 -0.1877  P24 1.457
77 H 1.4079 6.1455 -1.6881  P24 1.461
78 H 3.2510 5.6309 -2.0931  P24 1.467
79 H 1.1223 2.5190 -0.1205  N27 1.062
80 C 3.0890 6.1889 4.9620  Cl81 1.768, Cl82 1.768, H83 1.093, H84 1.093
81 Cl 3.0692 7.9566 4.9593  C80 1.768
82 Cl 4.0753 5.5658 6.2902  C80 1.768
83 H 2.0661 5.8219 5.0760  C80 1.093
84 H 3.5041 5.8363 4.0147  C80 1.093
85 C 6.5296 0.0519 -3.1124  Cl86 1.768, Cl87 1.768, H88 1.093, H89 1.093
86 Cl 5.3880 -0.7546 -2.0301  C85 1.768
87 Cl 6.7444 -0.8653 -4.6083  C85 1.768
88 H 6.1468 1.0458 -3.3565  C85 1.093
89 H 7.4949 0.1418 -2.6083  C85 1.093
90 C -7.1810 -0.3610 3.6120  Cl91 1.768, Cl92 1.768, H93 1.093, H94 1.093
91 Cl -5.8267 0.7682 3.7388  C90 1.768
92 Cl -6.6268 -1.9664 3.1215  C90 1.768
93 H -7.6735 -0.4363 4.5844  C90 1.093
94 H -7.8883 0.0139 2.8682  C90 1.093
95 C -7.3293 -0.4772 -0.7105  Cl96 1.768, Cl97 1.768, H98 1.093, H99 1.093
96 Cl -5.9427 -1.4734 -1.1689  C95 1.768
97 Cl -6.8173 1.1488 -0.2424  C95 1.768
98 H -8.0115 -0.4043 -1.5609  C95 1.093
99 H -7.8407 -0.9461 0.1337  C95 1.093
100 C -5.0162 -2.9802 6.7496  Cl101 1.768, Cl102 1.768, H103 1.093, H104 1.093
101 Cl -3.4873 -3.0568 7.6337  C100 1.768
102 Cl -5.1354 -1.4854 5.8134  C100 1.768
103 H -5.0763 -3.8324 6.0683  C100 1.093
104 H -5.8425 -3.0197 7.4636  C100 1.093
105 C 4.1573 9.0685 -0.4322  Cl106 1.768, Cl107 1.768, H108 1.093, H109 1.093
106 Cl 3.0157 8.2619 0.6501  C105 1.768
107 Cl 4.3721 8.1512 -1.9281  C105 1.768
108 H 3.7745 10.0624 -0.6763  C105 1.093
109 H 5.1226 9.1583 0.0719  C105 1.093
110 C -7.1683 1.3478 7.1019  Cl111 1.768, Cl112 1.768, H113 1.093, H114 1.093
111 Cl -8.5175 0.5944 6.2434  C110 1.768
112 Cl -7.7484 2.4595 8.3480  C110 1.768
113 H -6.5666 0.5673 7.5737  C110 1.093
114 H -6.5570 1.9031 6.3864  C110 1.093
115 C 7.4971 0.4911 5.8134  Cl116 1.768, Cl117 1.768, H118 1.093, H119 1.093
116 Cl 5.9521 -0.2906 5.4569  C115 1.768
117 Cl 8.8453 -0.6278 5.5779  C115 1.768
118 H 7.6248 1.3473 5.1466  C115 1.093
119 H 7.4930 0.8299 6.8522  C115 1.093
120 C 5.2415 4.7881 2.0805  Cl121 1.768, Cl122 1.768, H123 1.093, H124 1.093
121 Cl 6.6281 3.7919 1.6221  C120 1.768
122 Cl 5.7534 6.4141 2.5486  C120 1.768
123 H 4.5592 4.8610 1.2301  C120 1.093
124 H 4.7301 4.3192 2.9246  C120 1.093
125 C 0.9956 -7.8722 0.1848  Cl126 1.768, Cl127 1.768, H128 1.093, H129 1.093
126 Cl -0.2200 -7.1250 1.2284  C125 1.768
127 Cl 0.6871 -7.5033 -1.5163  C125 1.768
128 H 1.9823 -7.4905 0.4583  C125 1.093
129 H 0.9673 -8.9555 0.3248  C125 1.093
130 C -0.5384 -3.0449 -7.2232  Cl131 1.768, Cl132 1.768, H133 1.093, H134 1.093
131 Cl -1.7109 -1.7470 -6.9668  C130 1.768
132 Cl -0.4318 -4.0952 -5.8052  C130 1.768
133 H -0.8499 -3.6407 -8.0846  C130 1.093
134 H 0.4433 -2.6048 -7.4146  C130 1.093
135 C -0.3827 -6.1900 -10.4480  Cl136 1.768, Cl137 1.768, H138 1.093, H139 1.093
136 Cl 0.6808 -6.7985 -9.1737  C135 1.768
137 Cl -0.5686 -4.4355 -10.3375  C135 1.768
138 H 0.0472 -6.4416 -11.4205  C135 1.093
139 H -1.3644 -6.6589 -10.3461  C135 1.093
140 C -11.0849 3.5472 6.2333  Cl141 1.768, Cl142 1.768, H143 1.093, H144 1.093
141 Cl -11.7702 2.5903 4.9143  C140 1.768
142 Cl -10.8391 5.2268 5.7397  C140 1.768
143 H -11.7706 3.5231 7.0838  C140 1.093
144 H -10.1230 3.1169 6.5226  C140 1.093
145 C -4.6965 -3.1968 -8.5737  Cl146 1.768, Cl147 1.768, H148 1.093, H149 1.093
146 Cl -6.3776 -3.2409 -8.0286  C145 1.768
147 Cl -4.0132 -4.8248 -8.6612  C145 1.768
148 H -4.6560 -2.7402 -9.5656  C145 1.093
149 H -4.1097 -2.6019 -7.8695  C145 1.093